(1)
C4H9BrNO2P | ωB97M-V with the def2-TZVPD basis set

Geometry (Å):
1 Br -3.771 0.446 1.057
2 P -2.824 -0.117 -0.928
3 O -3.009 1.303 -1.953
4 O -0.227 -1.500 -1.012
5 N 2.322 0.118 1.481
6 C -0.316 0.033 0.860
7 C 1.284 0.055 0.371
8 C -0.942 -0.267 -0.644
9 C 1.193 -1.310 -0.563
10 H -0.715 0.948 1.473
11 H -0.393 -1.052 1.350
12 H 1.508 0.979 -0.350
13 H 3.280 0.361 1.105
14 H 1.865 -1.249 -1.536
15 H 1.410 -2.148 0.228
16 H -2.219 1.886 -1.669
17 H 2.018 0.957 2.061
18 H -0.462 0.555 -1.333

Results
SMILES string	N[C@H]1CO[C@@H](P(O)Br)C1

=====

(2)
C5H6 | ωB97M-V with the def2-TZVPD basis set

Geometry (Å):
1 C 1.267 0.303 0.531
2 C -1.230 0.441 -0.311
3 C 2.374 0.676 0.775
4 C -0.155 -0.153 0.500
5 C -0.747 -0.779 -0.808
6 H -0.319 -0.716 1.470
7 H -1.005 1.396 -0.633
8 H 3.484 0.848 0.979
9 H -1.368 -1.702 -0.928
10 H -2.205 0.321 0.134
11 H -0.096 -0.636 -1.709

Results
SMILES string	C#CC1CC1

=====

(3)
C18H41ClO5S2 | ωB97M-V with the def2-TZVPD basis set

Geometry (Å):
1 Cl 0.409 -5.140 -5.334
2 S -0.916 1.384 6.191
3 S 5.431 -1.698 -2.988
4 O -2.743 4.907 3.355
5 O -0.608 1.583 4.745
6 O -2.684 -0.961 -4.604
7 O -0.530 -3.671 -3.345
8 O 4.042 -1.769 -3.520
9 C -2.266 -1.881 -3.589
10 C -1.707 3.321 1.742
11 C 6.295 -3.188 -3.521
12 C -0.300 0.651 0.122
13 C -0.246 2.799 7.085
14 C -1.900 1.770 1.818
15 C -1.674 3.958 3.178
16 C -3.935 -1.402 -5.135
17 C 0.693 -3.912 -3.993
18 C -1.656 -1.186 -2.340
19 C -1.387 -2.988 -4.270
20 C -0.182 -0.681 -2.487
21 C 0.264 0.181 6.830
22 C 0.680 -1.317 -1.353
23 C 5.354 -2.146 -1.243
24 C -0.498 1.062 1.636
25 C -2.261 6.239 3.242
26 C 0.478 -0.697 0.078
27 H 4.829 -3.095 -1.126
28 H 4.812 -1.363 -0.714
29 H -0.792 -2.477 -5.057
30 H -2.297 1.439 2.795
31 H 6.418 -3.142 -4.602
32 H -0.526 0.150 2.266
33 H 6.365 -2.221 -0.842
34 H -1.263 0.641 -0.409
35 H -4.781 -1.047 -4.512
36 H -2.065 -3.678 -4.801
37 H 7.275 -3.229 -3.045
38 H 1.280 0.491 6.582
39 H 0.261 -1.025 -3.446
40 H -0.748 3.566 1.248
41 H -3.190 -2.390 -3.233
42 H -3.068 6.967 3.427
43 H 5.710 -4.070 -3.258
44 H -0.734 4.551 3.251
45 H 0.802 2.942 6.820
46 H -2.284 -0.285 -2.165
47 H -0.346 2.630 8.158
48 H 0.054 -0.782 6.368
49 H 1.440 -4.339 -3.305
50 H -2.601 1.395 1.045
51 H -4.060 -0.983 -6.153
52 H -0.817 3.682 6.802
53 H 1.487 -0.536 0.513
54 H -2.492 3.807 1.128
55 H 0.148 0.098 7.911
56 H 0.364 -2.380 -1.285
57 H -3.966 -2.502 -5.264
58 H 1.139 -3.001 -4.424
59 H -0.106 0.422 -2.528
60 H 1.762 -1.351 -1.640
61 H 0.307 1.739 1.976
62 H 0.354 1.427 -0.322
63 H -1.737 3.205 3.998
64 H -1.761 -1.838 -1.458
65 H -1.810 6.379 2.237
66 H -1.481 6.397 4.016
67 H -0.037 -1.409 0.747

=====

(4)
C4H4Si | ωB97M-V with the def2-TZVPD basis set

Geometry (Å):
1 Si -1.704 -0.367 -0.042
2 C 2.315 -0.692 -0.001
3 C 0.777 1.262 -0.033
4 C 1.475 0.174 0.071
5 C -1.046 1.244 0.017
6 H 3.107 -1.456 -0.144
7 H -0.550 -1.285 -0.161
8 H -1.387 2.332 0.230
9 H -2.987 -1.213 0.063

=====

Maximum force values, unit eV Å⁻¹, following the record order: 4.27 4.23 1.92 7.26.
Calculated total energy values, unit eV, following the record order: -89208.04873 -5278.64235 -63757.25421 -12081.61162.